w:
The following is a quantum chemistry calculation of 2 unconnected molecules or ions with the total composition C5H15N2O, from the OMol25 dataset.

Geometry as ORCA input:
```
! wB97M-V def2-TZVPD RIJCOSX def2/J DEFGRID3
* xyz 1 1
C 0.80273 -2.23146 1.54053
C 1.05338 -0.74312 1.70581
N -0.09637 0.04483 1.16455
C 0.06509 1.51716 1.28279
H 0.72316 -2.49499 0.48779
H 1.63550 -2.78833 1.96086
H -0.10349 -2.52196 2.07138
H 1.17034 -0.47221 2.75236
H 1.93268 -0.40818 1.15896
H -0.94097 -0.23990 1.65985
H -0.27038 -0.22386 0.13035
H 0.12999 1.79612 2.33065
H -0.77768 2.00654 0.80127
H 0.97862 1.80658 0.76772
O -0.16040 2.47895 -3.31083
C -0.07404 1.61422 -2.50027
C -1.19915 0.63530 -2.23749
N -0.69801 -0.56640 -1.53502
H 0.83807 1.50230 -1.87982
H -1.91763 1.14498 -1.59183
H -1.66951 0.39966 -3.19108
H -1.45082 -1.25003 -1.48247
H 0.02890 -1.00622 -2.08605
*
```

- HOMO (eV) = -13.5
- frontier orbital gap (eV) = 10.483

natural (NBO) population analysis, charges in e, atoms 1 to 8: atom 1 (C): -0.631, atom 2 (C): -0.216, atom 3 (N): -0.546, atom 4 (C): -0.421, atom 5 (H): 0.219, atom 6 (H): 0.257, atom 7 (H): 0.221, atom 8 (H): 0.222

x:
The following is a quantum chemistry calculation of a gas-phase ion, C5H15N2O (charge +1), from the OMol25 dataset.

Geometry as ORCA input:
```
! wB97M-V def2-TZVPD RIJCOSX def2/J DEFGRID3
* xyz 1 1
C -2.20823 -1.52595 0.13149
C -0.73366 -1.32414 -0.28831
C 0.07801 -0.19990 0.40625
O 1.67450 -0.41337 -0.09946
N 2.21748 -1.63234 0.25851
N -0.16955 1.26355 0.06840
C 0.73394 2.14581 0.88201
C -0.02823 1.54844 -1.33524
H -2.22128 -1.30244 1.24334
H -2.38750 -2.59268 0.01132
H -2.95954 -1.09408 -0.51303
H -0.55492 -1.34514 -1.35534
H -0.16418 -2.27921 0.04230
H -0.00833 -0.51733 1.52665
H 2.43794 -2.11295 -0.52817
H 2.93781 -1.49086 0.86843
H -1.16380 1.52519 0.32279
H 1.69614 1.70446 0.68139
H 0.37535 3.18701 0.69045
H 0.48040 1.83542 1.90655
H 0.86547 0.93364 -1.49466
H -0.90928 1.11028 -1.91258
H 0.01147 2.57658 -1.51309
*
```

- HOMO (eV) = -13.3
- frontier orbital gap (eV) = 10.195

natural (NBO) population analysis, charges in e, atoms 1 to 8: atom 1 (C): -0.631, atom 2 (C): -0.481, atom 3 (C): 0.240, atom 4 (O): -0.449, atom 5 (N): -0.502, atom 6 (N): -0.376, atom 7 (C): -0.415, atom 8 (C): -0.434

What are the relative energies? In kcal/mol: w 0.0; x 86.7.

w:
The following is a quantum chemistry calculation of 2 unconnected molecules or ions with the total composition C5H15N2O, from the OMol25 dataset.

Geometry as ORCA input:
```
! wB97M-V def2-TZVPD RIJCOSX def2/J DEFGRID3
* xyz 1 1
C -0.56928 2.12275 -2.19915
C 0.52432 1.59945 -1.61639
N 0.74977 0.16164 -1.82056
N -1.05069 3.42996 -1.99947
H -1.19812 1.50090 -2.87599
H 1.04546 2.15048 -0.87486
H 0.33207 -0.35252 -0.98489
H 0.19639 -0.10282 -2.62052
H 1.74261 0.04125 -1.81888
H -0.68855 3.90978 -1.17360
H -2.04537 3.52206 -2.09424
C -0.28468 -2.84900 1.97014
C -0.37070 -1.36149 1.54386
C 1.01406 -0.74574 1.20644
O -0.96186 -0.66317 2.65466
H -1.29835 -3.10416 2.28498
H 0.52830 -2.90562 2.69523
H -0.02710 -3.53606 1.14966
H -1.00895 -1.26446 0.59055
H 1.53067 -1.25662 0.37001
H 1.63528 -0.90953 2.06618
H 0.87535 0.35521 1.01165
H -0.67063 0.25773 2.53517
*
```

- HOMO (eV) = -13.4
- frontier orbital gap (eV) = 9.986

natural (NBO) population analysis, charges in e, atoms 1 to 8: atom 1 (C): 0.068, atom 2 (C): -0.235, atom 3 (N): -0.678, atom 4 (N): -0.768, atom 5 (H): 0.204, atom 6 (H): 0.235, atom 7 (H): 0.459, atom 8 (H): 0.448

x:
The following is a quantum chemistry calculation of a molecular structure, C5H15N2O, from the OMol25 dataset.

Geometry as ORCA input:
```
! wB97M-V def2-TZVPD RIJCOSX def2/J DEFGRID3
* xyz 1 1
C -2.03205 0.31291 -1.38881
C -1.12114 -1.27953 1.46902
C 2.69345 0.25332 0.24679
C -0.99641 0.93438 -0.40812
C 0.22424 0.10132 0.08192
N 0.05650 -0.57338 1.25970
N 1.47002 1.04139 -0.05520
O 0.76371 -1.10993 -1.13332
H -2.28240 -0.74398 -1.23086
H -1.67124 0.36686 -2.38766
H -2.99542 0.92365 -1.17129
H -1.95560 -0.74798 1.99778
H -1.51785 -1.84201 0.68876
H -1.01246 -2.07157 2.18697
H 2.82676 -0.04543 1.34934
H 2.57193 -0.74054 -0.39961
H 3.50302 0.97949 -0.02959
H -0.64371 1.79084 -0.74439
H -1.57129 1.24961 0.47418
H 0.82150 -1.06649 1.49319
H 1.40606 1.42115 -0.99833
H 1.38986 1.82325 0.52936
H 0.07250 -0.97732 -1.82979
*
```

- HOMO (eV) = -14.0
- frontier orbital gap (eV) = 10.749

natural (NBO) population analysis, charges in e, atoms 1 to 8: atom 1 (C): -0.618, atom 2 (C): -0.448, atom 3 (C): -0.478, atom 4 (C): -0.470, atom 5 (C): 0.639, atom 6 (N): -0.618, atom 7 (N): -0.524, atom 8 (O): -0.841

What are the relative energies? In kcal/mol: w 0.0; x 27.4.

w:
The following is a quantum chemistry calculation of a molecular structure, C4H7CoO3, from the OMol25 dataset.

Geometry as ORCA input:
```
! wB97M-V def2-TZVPD RIJCOSX def2/J DEFGRID3
* xyz 2 5
C -2.06130 -0.55757 -1.22478
C -3.14811 0.40218 -0.82805
H -2.44627 -1.47401 -1.68192
H -1.32309 -0.10724 -1.89582
H -3.92652 -0.10156 -0.24138
H -3.60243 0.79021 -1.74897
H -2.74993 1.24643 -0.25237
O 0.30757 -1.93250 1.00284
Co -1.55723 -2.01701 1.75686
O -1.35179 -0.99970 -0.00626
C -0.04891 -1.22923 0.07011
O 1.11632 0.40543 -0.62532
C 0.90809 1.49599 -1.22008
H 1.55638 1.75891 -2.06664
H 0.08252 2.15273 -0.89916
*
```

- <S²> = 6.01
- HOMO (alpha / beta) (eV) = -18.5 / -18.6
- frontier orbital gap (alpha / beta) (eV) = 7.117 / 5.996

natural (NBO) population analysis, charges in e, atoms 1 to 8: atom 1 (C): -0.071, atom 2 (C): -0.659, atom 3 (H): 0.236, atom 4 (H): 0.233, atom 5 (H): 0.230, atom 6 (H): 0.290, atom 7 (H): 0.236, atom 8 (O): -0.651

x:
The following is a quantum chemistry calculation of a molecular structure, C4H7CoO3, from the OMol25 dataset.

Geometry as ORCA input:
```
! wB97M-V def2-TZVPD RIJCOSX def2/J DEFGRID3
* xyz 2 5
O 0.46584 -0.16400 0.63943
C -0.09225 -0.33415 -0.47426
O -0.95021 0.44424 -1.00839
Co -2.95476 1.82864 -1.25009
O 0.46105 -1.15818 -1.32261
C 1.40936 -2.11219 -0.82973
H 0.97667 -2.68433 -0.00100
H 1.62291 -2.77019 -1.67534
H 2.31962 -1.59865 -0.50101
C 0.05539 0.82040 1.70833
H -0.78878 0.31617 2.20594
H 1.02167 0.94099 2.22192
C -1.36356 1.80384 -0.13463
H -0.55917 2.48319 -0.44311
H -1.62378 2.18424 0.86455
*
```

- <S²> = 6.01
- HOMO (alpha / beta) (eV) = -18.0 / -19.7
- frontier orbital gap (alpha / beta) (eV) = 7.902 / 8.052

natural (NBO) population analysis, charges in e, atoms 1 to 8: atom 1 (O): -0.460, atom 2 (C): 1.063, atom 3 (O): -0.498, atom 4 (Co): 1.435, atom 5 (O): -0.390, atom 6 (C): -0.281, atom 7 (H): 0.218, atom 8 (H): 0.254

What are the relative energies? In kcal/mol: w 0.0; x 32.4.

w:
The following is a quantum chemistry calculation of 2 unconnected molecules or ions with the total composition CH2N2O3S, from the OMol25 dataset.

Geometry as ORCA input:
```
! wB97M-V def2-TZVPD RIJCOSX def2/J DEFGRID3
* xyz 0 1
C 1.04648 -1.42184 1.14985
N -1.13205 0.53236 -0.98502
N -0.12580 0.71471 -0.27919
O 0.92674 1.25284 -0.98415
O 2.07925 -1.31944 1.64700
O 0.14826 0.36848 0.85998
S -2.37903 -0.25102 -0.23778
H 0.94304 0.93825 -1.83972
H -1.50690 -0.81435 0.66903
*
```

- HOMO (alpha / beta) (eV) = -9.3 / -9.3
- frontier orbital gap (alpha / beta) (eV) = 9.321 / 9.321

natural (NBO) population analysis, charges in e, atoms 1 to 8: atom 1 (C): 0.471, atom 2 (N): -0.413, atom 3 (N): 0.532, atom 4 (O): -0.516, atom 5 (O): -0.516, atom 6 (O): -0.422, atom 7 (S): 0.228, atom 8 (H): 0.487

x:
The following is a quantum chemistry calculation of a single CH2N2O3S molecule, from the OMol25 dataset.

Geometry as ORCA input:
```
! wB97M-V def2-TZVPD RIJCOSX def2/J DEFGRID3
* xyz 0 1
N 0.06605 -0.00341 -0.13501
S 1.27815 -1.17778 0.08859
O 1.72098 -1.83724 -1.07360
O 0.88400 -1.90222 1.26009
N 2.45646 -0.09919 0.42736
C 3.08881 0.76008 -0.14419
O 3.77826 1.60286 -0.56403
H -0.26019 0.25342 0.82026
H -0.68152 -0.59827 -0.57644
*
```

- HOMO (eV) = -11.3
- frontier orbital gap (eV) = 11.649

natural (NBO) population analysis, charges in e, atoms 1 to 8: atom 1 (N): -1.035, atom 2 (S): 2.420, atom 3 (O): -0.889, atom 4 (O): -0.904, atom 5 (N): -0.866, atom 6 (C): 0.935, atom 7 (O): -0.457, atom 8 (H): 0.405

What are the relative energies? In kcal/mol: w 106.0; x 0.0.

w:
The following is a quantum chemistry calculation of a single CH2N2O3S molecule, from the OMol25 dataset.

Geometry as ORCA input:
```
! wB97M-V def2-TZVPD RIJCOSX def2/J DEFGRID3
* xyz 0 1
H -2.47885 -1.52838 -0.23154
N -2.02452 -0.51536 -0.31157
N -0.90387 -0.52666 0.27980
C -0.15282 0.57299 0.19619
O 0.84433 0.58245 1.21013
S 1.46398 0.12166 -0.18108
O 1.78197 -1.28944 -0.19739
O 2.29880 1.00586 -0.84086
H -0.82904 1.57688 0.07634
*
```

- HOMO (eV) = -10.4
- frontier orbital gap (eV) = 9.596

natural (NBO) population analysis, charges in e, atoms 1 to 8: atom 1 (H): 0.336, atom 2 (N): -0.289, atom 3 (N): -0.178, atom 4 (C): -0.097, atom 5 (O): -0.632, atom 6 (S): 2.341, atom 7 (O): -0.852, atom 8 (O): -0.860

x:
The following is a quantum chemistry calculation of a single CH2N2O3S molecule, from the OMol25 dataset.

Geometry as ORCA input:
```
! wB97M-V def2-TZVPD RIJCOSX def2/J DEFGRID3
* xyz 0 1
C 0.90094 -0.30994 0.05959
N 0.06196 -0.32856 -0.99005
N -0.23215 -0.26272 1.18520
O 2.10113 -0.34134 0.24610
O -2.01739 1.21336 -0.15475
O -2.21000 -1.17489 0.06797
S -1.34077 -0.04605 0.04700
H 0.24655 0.11808 -1.88859
H -0.05864 -0.28683 2.16455
*
```

- HOMO (eV) = -11.0
- frontier orbital gap (eV) = 11.433

natural (NBO) population analysis, charges in e, atoms 1 to 8: atom 1 (C): 0.805, atom 2 (N): -0.830, atom 3 (N): -0.963, atom 4 (O): -0.528, atom 5 (O): -0.867, atom 6 (O): -0.896, atom 7 (S): 2.381, atom 8 (H): 0.443

What are the relative energies? In kcal/mol: w 73.6; x 0.0.

w:
The following is a quantum chemistry calculation of a molecular structure, CH2N2O3S, from the OMol25 dataset.

Geometry as ORCA input:
```
! wB97M-V def2-TZVPD RIJCOSX def2/J DEFGRID3
* xyz 0 1
C 1.60697 -0.67679 -0.27093
N -0.06984 0.25913 -0.09192
N -1.11961 -0.55537 -0.08470
O -0.84568 -1.73019 -0.09256
O 2.50971 0.04512 -0.35974
O -2.22338 -0.03538 0.02009
S -0.16301 1.94644 -0.08583
H 1.16760 -1.74450 -0.10142
H -0.86275 2.49154 1.06702
*
```

- HOMO (eV) = -9.3
- frontier orbital gap (eV) = 8.782

natural (NBO) population analysis, charges in e, atoms 1 to 8: atom 1 (C): 0.621, atom 2 (N): -0.578, atom 3 (N): 0.614, atom 4 (O): -0.461, atom 5 (O): -0.398, atom 6 (O): -0.408, atom 7 (S): 0.196, atom 8 (H): 0.277

x:
The following is a quantum chemistry calculation of a molecular structure, CH2N2O3S, from the OMol25 dataset.

Geometry as ORCA input:
```
! wB97M-V def2-TZVPD RIJCOSX def2/J DEFGRID3
* xyz 0 1
C 1.00226 0.20072 -1.51190
N 1.08116 -0.29328 -0.39944
N -1.25140 1.01459 0.32743
O 0.73747 0.73438 -2.50190
O -1.49596 -1.52480 0.18049
O 0.15899 -0.57587 1.83363
S -0.90195 -0.42747 0.79444
H 1.66034 -0.85948 0.23739
H -0.99090 1.73121 1.03987
*
```

- HOMO (eV) = -10.9
- frontier orbital gap (eV) = 10.718

natural (NBO) population analysis, charges in e, atoms 1 to 8: atom 1 (C): 0.907, atom 2 (N): -0.873, atom 3 (N): -1.039, atom 4 (O): -0.461, atom 5 (O): -0.829, atom 6 (O): -0.883, atom 7 (S): 2.295, atom 8 (H): 0.481

What are the relative energies? In kcal/mol: w 82.5; x 0.0.